A single C4H3NO molecule, computed with ωB97M-V with the def2-TZVPD basis set.

SMILES: C=CC(=O)C#N
Highest occupied orbital energy, eV: -10.8
Net charge: 0
Kohn-Sham gap, eV: 9.8

Last column: Löwdin charge in e.
CARTESIAN COORDINATES (ANGSTROEM)
C: -1.55122 -0.24893 -0.10559  0.05
C: -0.37802 0.31591 0.21314  -0.06
C: 0.95019 -0.57503 -0.13301  -0.34
O: 0.79747 -1.69173 -0.56359  0.11
C: 2.06343 0.34833 0.11297  -0.14
N: 2.59368 1.32461 0.35060  0.19
H: -2.35041 0.34778 0.28839  0.06
H: -1.76202 -1.20580 -0.45611  0.05
H: -0.36309 1.38485 0.29320  0.09

---

A single C6H10ClN molecule, computed with ωB97M-V with the def2-TZVPD basis set.

SMILES: CC1=C(Cl)CN[C@@H]1C
Highest occupied orbital energy, eV: -8.8
Net charge: 0
Kohn-Sham gap, eV: 9.7

Last column: Löwdin charge in e.
CARTESIAN COORDINATES (ANGSTROEM)
C: 1.63586 -0.54726 -1.19539  -0.04
C: 0.27385 -0.47434 -0.58637  -0.33
C: -0.91537 -0.64936 -1.09791  -0.59
Cl: -1.24290 -1.48431 -2.63230  0.61
C: -2.08915 -0.28280 -0.13163  -0.18
N: -1.29669 0.16176 1.03151  -0.05
C: 0.15059 -0.00160 0.86990  -0.40
C: 0.90509 1.23857 1.31736  -0.07
H: 1.37710 -0.82614 -2.18534  0.03
H: 2.14400 -1.39177 -0.61335  0.12
H: 2.24937 0.32425 -1.33684  0.08
H: -2.80897 0.51921 -0.34930  0.11
H: -2.75516 -1.27688 0.10469  0.15
H: -1.42653 1.14776 1.10040  0.08
H: 0.55271 -0.99461 1.37581  0.17
H: 0.80370 1.98263 0.46743  0.10
H: 0.39665 1.55696 2.26318  0.08
H: 2.04585 0.99792 1.59814  0.12

---

A single C4H5N3 molecule, computed with ωB97M-V with the def2-TZVPD basis set.

Highest occupied orbital energy (alpha / beta), eV: -7.8 / -7.8
Net charge: 0
Kohn-Sham gap (alpha / beta), eV: 8.6 / 8.6

Last column: Löwdin charge in e.
CARTESIAN COORDINATES (ANGSTROEM)
N: 1.23969 -0.54863 1.35458  0.09
C: 0.32647 -0.07277 0.43967  -0.31
C: 0.07037 -1.02407 -0.70938  -0.26
N: -0.71050 -0.93105 -1.69120  0.04
C: -1.68953 1.01127 -1.34319  0.09
N: -1.26953 1.52308 -0.34478  0.02
C: -0.30479 1.11337 0.58698  -0.11
H: 1.87178 -1.27317 1.03587  0.09
H: 1.65521 0.10959 1.99935  0.10
H: 0.70904 -1.93056 -0.61063  0.09
H: -1.76954 0.22037 -2.12351  0.05
H: -0.12867 1.80256 1.40624  0.10

---

A molecular structure, C3H6AlF3NO7S2, computed with ωB97M-V with the def2-TZVPD basis set.

⟨S²⟩: 0.759
Highest occupied orbital energy (alpha / beta), eV: -9.9 / -9.9
Net charge: 0
Kohn-Sham gap (alpha / beta), eV: 7.9 / 3.8
Spin multiplicity: 2

Last column: Löwdin charge in e.
CARTESIAN COORDINATES (ANGSTROEM)
Al: -0.27573 -0.86279 -1.36188  1.15
N: 2.06379 0.32921 -2.56296  -0.37
S: 3.55674 0.51942 -2.80422  0.41
O: 4.20861 1.76411 -2.49732  -0.26
O: 4.04625 -0.24751 -3.94803  -0.29
F: 4.06569 -0.38876 -1.54748  -0.23
S: 1.67702 1.54574 -3.74278  0.59
O: 1.90651 1.19359 -5.14789  -0.26
O: 1.97399 2.95494 -3.38130  -0.28
F: 0.09698 1.43427 -3.50492  -0.26
F: -3.11031 -1.41304 -1.22684  -0.16
C: -0.34962 1.23205 3.34683  -0.04
O: -1.39521 0.31219 3.58704  0.03
C: -1.70890 -0.51682 2.60331  -0.56
O: -1.07399 -0.59445 1.51444  -0.07
O: -2.65656 -1.34224 2.94556  0.04
C: -3.06799 -2.37536 2.08188  -0.04
H: -0.23782 1.87885 4.21704  0.10
H: -0.61603 1.91557 2.54065  0.10
H: 0.60894 0.74463 3.16884  0.10
H: -3.75574 -2.03430 1.30807  0.09
H: -3.66027 -3.01806 2.73322  0.10
H: -2.29644 -3.03127 1.67865  0.10

---

A molecular structure, C3BrClI2O, computed with ωB97M-V with the def2-TZVPD basis set.

Highest occupied orbital energy (alpha / beta), eV: -9.2 / -8.3
Net charge: 0
Kohn-Sham gap (alpha / beta), eV: 8.0 / 6.1

Last column: Löwdin charge in e.
CARTESIAN COORDINATES (ANGSTROEM)
C: -0.60409 0.30203 -0.08329  -0.76
C: 1.34085 0.63730 0.17994  -1.28
C: -0.82961 -1.06615 -0.01689  -0.99
O: -0.02891 -1.95182 0.12738  -0.08
Cl: -2.55555 -1.46717 -0.29210  0.59
Br: 1.72042 2.41360 0.07462  0.62
I: -1.79195 1.93941 -0.07872  0.94
I: 2.74884 -0.80720 0.08906  0.96

---

A molecular structure, C3H5BrN2, computed with ωB97M-V with the def2-TZVPD basis set.

Highest occupied orbital energy (alpha / beta), eV: -8.5 / -8.6
Net charge: 0
Kohn-Sham gap (alpha / beta), eV: 6.0 / 7.5

Last column: Löwdin charge in e.
CARTESIAN COORDINATES (ANGSTROEM)
C: 0.43692 0.28518 0.25634  -0.33
C: 1.30676 1.28747 -0.11037  -0.05
C: 0.25220 -1.15648 0.31152  -0.05
N: -0.56283 1.23949 0.23913  0.05
N: 0.38464 2.29477 0.08024  -0.02
Br: 4.31951 -0.01647 0.02372  -0.09
H: 1.05696 -1.79493 0.35805  0.04
H: -0.48345 -1.53338 1.19188  0.14
H: -0.16165 -1.63492 -0.51291  0.05
H: -1.31889 1.36246 -0.40837  0.14
H: 0.38431 3.26050 -0.13659  0.12